Record 1
{
  "formula": "C23H31FN2O2",
  "method": "ωB97M-V/def2-TZVPD",
  "symbols": ["C", "H", "H", "H", "C", "N", "C", "O", "C", "C", "O", "C", "C", "H", "C", "H", "H", "H", "C", "H", "H", "H", "C", "H", "H", "C", "C", "C", "C", "N", "C", "H", "C", "C", "C", "C", "C", "C", "C", "H", "H", "H", "F", "H", "H", "H", "H", "C", "H", "H", "H", "H", "H", "H", "H", "H", "H", "H", "H"],
  "positions_angstrom": [[1.687, 3.894, 1.937], [1.909, 3.904, 2.878], [2.511, 4.073, 1.175], [0.864, 4.652, 1.672], [1.151, 2.672, 1.388], [0.962, 2.456, 0.186], [1.745, 1.832, -0.583], [1.482, 1.614, -2.066], [3.086, 1.139, -0.366], [3.319, -0.186, -0.529], [4.773, -0.563, 0.001], [5.207, 0.716, 0.453], [4.002, 1.830, 0.317], [4.273, 2.615, 0.749], [6.415, 0.741, 1.046], [7.194, 0.481, 0.566], [6.326, 0.047, 2.033], [6.620, 1.726, 1.665], [2.632, -1.431, -1.281], [2.222, -2.003, -0.341], [3.357, -1.838, -1.873], [2.012, -0.898, -1.662], [-0.226, 2.765, -0.308], [-0.153, 2.932, -1.260], [-0.368, 3.764, -0.167], [-1.508, 1.839, -0.049], [-2.901, 2.571, -0.578], [-3.822, 1.308, -0.390], [-3.486, 0.130, -0.778], [-2.328, -0.443, -0.304], [-2.271, -1.065, 0.899], [-2.091, -0.182, 1.633], [-1.363, -2.227, 1.121], [-1.804, -3.152, 0.154], [-1.357, -3.122, -1.154], [-1.639, -4.365, -2.045], [-2.530, -5.234, -1.829], [-2.916, -5.383, -0.073], [-2.489, -4.357, 0.578], [-2.681, -4.437, 1.693], [-3.649, -6.164, 0.155], [-2.670, -6.016, -2.123], [-1.299, -4.016, -3.289], [-0.791, -2.241, -1.471], [-0.227, -1.796, 0.848], [-1.570, -2.582, 2.109], [-3.488, -1.330, 1.181], [-1.390, 0.520, -0.558], [-0.236, 0.028, -0.268], [-0.891, 0.609, -1.607], [-4.292, -0.700, -0.775], [-3.379, 0.128, -2.049], [-4.169, 1.212, 0.606], [-4.937, 1.792, -0.699], [-3.150, 3.365, -0.056], [-2.639, 2.434, -1.490], [-1.585, 1.907, 1.012], [2.121, 1.848, 1.862], [0.422, 2.186, 2.102]],
  "mulliken_charge": [-1.401, 0.490, 0.268, 0.292, -0.531, 0.827, 0.981, -0.694, 0.474, -0.113, -0.462, 0.748, -1.174, 0.717, -1.403, 0.426, 0.252, 0.277, -1.339, 0.169, 0.454, 0.474, -3.444, 1.010, 0.959, 1.228, -1.851, -0.260, -1.011, 1.266, -0.735, 0.252, -0.170, 0.414, -0.078, 0.366, -1.140, -0.370, -0.753, 0.127, 0.392, 0.675, -0.290, 0.415, -0.146, 0.512, 0.408, -0.837, -0.744, 0.362, 0.465, 0.252, 0.449, 0.285, 0.624, 0.749, 0.152, 0.431, 0.308],
  "lumo_energy_ev": 0.4,
  "relative_energy_kcal_mol": 563.4
}

---

Record 2
{
  "formula": "C23H31IN6O2RuSe",
  "method": "ωB97M-V/def2-TZVPD",
  "symbols": ["Ru", "C", "C", "O", "C", "C", "C", "N", "N", "C", "O", "C", "C", "C", "C", "C", "C", "H", "H", "H", "H", "H", "H", "H", "H", "H", "H", "H", "H", "C", "N", "C", "Se", "N", "C", "C", "C", "C", "C", "C", "H", "H", "H", "H", "H", "H", "H", "H", "I", "C", "H", "H", "N", "C", "C", "N", "H", "H", "H", "H", "H", "H", "H", "H", "H"],
  "positions_angstrom": [[-0.295, -0.696, 0.423], [2.909, -1.812, -2.247], [2.216, -1.263, -1.027], [0.947, -1.571, -0.947], [2.923, -0.521, -0.122], [2.490, 0.004, 1.127], [3.510, 0.610, 2.042], [1.238, -0.051, 1.510], [0.955, 0.447, 2.784], [-0.312, 0.409, 3.019], [-1.208, -0.023, 2.161], [-0.824, 0.816, 4.352], [-2.179, 1.094, 4.512], [-2.679, 1.437, 5.761], [-1.828, 1.496, 6.855], [-0.475, 1.220, 6.697], [0.028, 0.884, 5.452], [2.448, -2.753, -2.548], [3.967, -1.985, -2.067], [2.828, -1.101, -3.074], [3.974, -0.394, -0.338], [4.482, 0.655, 1.558], [3.588, 0.024, 2.958], [3.195, 1.609, 2.341], [-2.837, 1.051, 3.653], [-3.730, 1.663, 5.877], [-2.216, 1.761, 7.830], [0.190, 1.266, 7.550], [1.078, 0.665, 5.317], [-2.311, -5.633, 1.934], [-2.492, -4.350, 2.588], [-2.290, -3.136, 2.044], [-1.699, -2.832, 0.293], [-2.586, -2.206, 2.951], [-2.956, -2.814, 4.142], [-3.311, -2.292, 5.378], [-3.634, -3.207, 6.363], [-3.606, -4.588, 6.123], [-3.246, -5.104, 4.892], [-2.915, -4.183, 3.908], [-1.647, -5.505, 1.084], [-3.267, -6.030, 1.595], [-1.859, -6.327, 2.639], [-2.405, -1.206, 2.752], [-3.326, -1.225, 5.559], [-3.916, -2.850, 7.343], [-3.872, -5.266, 6.922], [-3.228, -6.170, 4.711], [0.061, 1.732, -1.396], [-1.502, 0.715, -0.334], [-2.261, 0.414, -1.053], [-1.898, 1.417, 0.393], [-1.085, -3.633, -4.661], [-1.828, -3.351, -3.434], [-1.783, -1.850, -3.172], [-0.360, -1.421, -3.283], [-0.720, -4.576, -4.669], [0.033, -1.980, -4.054], [-1.665, -3.528, -5.485], [-1.345, -3.870, -2.605], [-2.871, -3.672, -3.454], [-2.154, -1.602, -2.180], [-2.360, -1.300, -3.915], [-0.267, -0.424, -3.479], [0.182, -1.594, -2.389]],
  "mulliken_charge": [0.212, -1.662, 1.023, -0.490, -1.132, 0.926, -1.400, 0.536, -0.917, 0.536, -0.661, 0.625, -0.235, -0.668, -0.474, -0.627, -0.476, 0.353, 0.477, 0.266, 0.310, 0.403, 0.309, 0.344, 0.344, 0.432, 0.427, 0.412, 0.470, -1.036, 0.354, 0.051, -0.432, 0.399, 0.195, -0.137, -0.680, -0.541, -0.790, 0.582, 0.366, 0.307, 0.353, -0.150, 0.356, 0.424, 0.397, 0.380, -0.028, -1.005, 0.407, 0.527, -0.542, -0.543, -0.298, 0.052, 0.209, 0.548, 0.207, 0.292, 0.362, -0.090, 0.462, 0.349, 0.028],
  "spin_multiplicity": 2,
  "total_charge": 1,
  "lumo_energy_ev": [-2.4, -2.8],
  "s_squared": 0.757,
  "relative_energy_kcal_mol": 3.5
}

---

Record 3
{
  "formula": "C23H31InN6O4Te",
  "method": "ωB97M-V/def2-TZVPD",
  "symbols": ["In", "O", "C", "O", "C", "C", "C", "C", "C", "N", "C", "O", "O", "H", "H", "H", "H", "H", "C", "N", "C", "N", "C", "N", "C", "N", "C", "C", "H", "H", "H", "H", "H", "H", "H", "H", "H", "H", "H", "H", "C", "C", "C", "C", "N", "H", "H", "H", "H", "H", "H", "H", "H", "H", "Te", "C", "C", "C", "C", "C", "C", "H", "H", "H", "H", "H"],
  "positions_angstrom": [[1.031, -0.232, 0.046], [-0.184, 3.963, 1.295], [-0.059, 2.671, 1.000], [0.506, 2.297, -0.001], [-0.680, 1.775, 1.993], [-1.324, 2.252, 3.134], [-1.884, 1.339, 4.000], [-1.785, -0.018, 3.719], [-1.116, -0.408, 2.565], [-0.581, 0.475, 1.732], [-0.854, -1.831, 2.174], [-1.502, -2.800, 2.823], [-0.076, -2.119, 1.305], [0.292, 4.469, 0.623], [-1.357, 3.315, 3.323], [-2.387, 1.664, 4.900], [-2.191, -0.735, 4.419], [-2.100, -2.468, 3.500], [-2.784, -0.793, -0.603], [-4.047, -0.874, -1.338], [-3.771, -0.585, -2.751], [-3.167, 0.737, -2.930], [-1.922, 0.775, -2.157], [-2.159, 0.529, -0.723], [-3.106, 1.535, -0.241], [-4.374, 1.510, -0.968], [-4.943, 0.164, -0.831], [-4.086, 1.735, -2.390], [-2.079, -1.537, -0.984], [-2.990, -0.997, 0.455], [-4.711, -0.626, -3.306], [-3.091, -1.344, -3.141], [-1.456, 1.758, -2.273], [-1.233, 0.006, -2.507], [-2.657, 2.528, -0.350], [-3.314, 1.357, 0.821], [-5.883, 0.125, -1.384], [-5.148, -0.025, 0.227], [-3.646, 2.728, -2.509], [-5.026, 1.698, -2.946], [0.893, -2.146, -3.824], [1.507, -1.203, -2.771], [2.906, -1.742, -2.406], [1.679, 0.195, -3.404], [0.578, -1.234, -1.674], [1.532, -2.203, -4.708], [-0.091, -1.781, -4.124], [0.779, -3.141, -3.393], [3.561, -1.822, -3.279], [2.800, -2.725, -1.946], [3.370, -1.066, -1.679], [2.450, 0.197, -4.183], [1.966, 0.904, -2.622], [0.740, 0.533, -3.845], [2.443, 0.705, 2.374], [4.389, -0.112, 2.625], [5.296, -0.214, 1.576], [6.572, -0.708, 1.800], [6.959, -1.094, 3.076], [6.060, -0.985, 4.127], [4.780, -0.502, 3.902], [5.007, 0.094, 0.579], [7.275, -0.784, 0.980], [7.957, -1.474, 3.250], [6.357, -1.278, 5.126], [4.081, -0.424, 4.726]],
  "mulliken_charge": [0.628, -0.496, 0.295, -0.367, 0.403, -0.850, -1.077, -1.077, 0.939, 0.960, 0.341, -0.493, -0.409, 0.397, 0.632, 0.443, 0.347, 0.305, -0.714, 0.105, -0.590, 0.074, -0.310, 0.666, -0.770, 0.113, -0.747, -0.731, 0.086, 0.264, 0.363, 0.289, 0.228, -0.092, 0.167, 0.143, 0.342, 0.338, 0.334, 0.358, -1.717, 1.554, -1.696, -1.495, -0.398, 0.411, 0.311, 0.373, 0.477, 0.353, 0.210, 0.456, 0.285, 0.286, 0.037, 0.277, -0.278, -0.578, -0.420, -0.532, -0.447, 0.308, 0.360, 0.366, 0.352, 0.308],
  "lumo_energy_ev": -1.4,
  "relative_energy_kcal_mol": 7.9
}